Formula: C9H14O
Source: the Open Molecules 2025 dataset
Level of theory: ωB97M-V/def2-TZVPD

```
24
Properties=species:S:1:pos:R:3:nbo_charge:R:1
C 2.0106 1.4545 0.2421 -0.64
C -0.9146 -0.9638 0.6440 -0.25
C -0.1738 0.1704 0.5942 -0.20
C -0.1594 -2.1447 0.5870 0.25
C 1.2608 0.2679 0.4692 -0.06
C 1.1783 -2.1543 0.6883 -0.27
C 1.9209 -0.9678 0.4756 -0.19
O -0.7970 -3.3680 0.5009 -0.69
H -2.0483 -1.0534 0.7085 0.24
H -0.6051 1.2343 0.5944 0.21
H -0.5706 -3.5736 -0.4043 0.48
H 1.6777 -3.1078 0.8102 0.22
H 1.5695 2.4540 0.6667 0.22
H 1.8071 1.5308 -0.8769 0.24
H 3.0339 -0.9626 0.4610 0.21
H 3.1228 1.5158 0.5988 0.24
C -1.2245 3.4986 -1.7978 -0.60
C -2.3803 2.5977 -1.3888 -0.61
H -1.1044 3.6050 -2.9202 0.20
H -1.2596 4.4589 -1.5763 0.20
H -0.2671 3.1686 -1.3372 0.20
H -2.2560 1.6004 -1.7380 0.21
H -3.3273 2.9294 -1.7499 0.20
H -2.5041 2.5932 -0.3267 0.20
```

highest occupied orbital energy: -8.59 eV
LUMO energy: 0.885 eV
molecular weight: 138.21 g mol⁻¹
structure (SMILES): Cc1ccc(O)cc1.CC
largest force on an atom: 5.11 eV/Å